Version a
Computed, not measured: C5H7NO2 in the gas phase, with wB97M-V/def2-TZVPD.

Last column: Löwdin charge in e.
Atoms and positions in Å:
N 2.62885 0.23881 -0.33718  0.07
C 1.44827 -0.22237 0.36948  -0.14
C 0.12106 -0.57842 -0.28914  -0.23
O -0.99051 -1.47003 0.01259  -0.06
C -2.08646 -0.57003 -0.02474  -0.09
C -1.98701 0.75732 -0.29351  -0.10
O -0.84917 1.51327 -0.01449  -0.05
C 0.07160 0.63808 0.56085  -0.20
H 3.47411 -0.21015 -0.00241  0.08
H 2.54267 0.20930 -1.30590  0.05
H 1.60289 -0.64020 1.33478  0.13
H 0.06548 -0.38458 -1.37231  0.17
H -2.98774 -1.08143 0.10555  0.10
H -2.89923 1.37800 -0.36801  0.13
H -0.15483 0.42245 1.62443  0.16

Version b
Computed, not measured: a molecular structure, C5H7NO2, with wB97M-V/def2-TZVPD.

Last column: Löwdin charge in e.
Atoms and positions in Å:
C -0.26193 0.80810 -0.79138  -0.29
C -0.66726 0.46238 0.56975  -0.29
C 0.62771 0.36676 1.37455  -0.06
C 0.81963 -0.92040 0.57693  -0.11
C 0.60674 -0.42321 -0.89176  -0.33
H -0.80989 0.91694 -2.65574  0.21
H 0.30024 1.68745 -0.91682  0.15
H -1.53195 0.82720 1.13712  0.16
H 1.40148 0.96813 1.15239  0.07
H 0.43145 0.17292 2.44173  0.13
H 1.42021 -1.79001 0.79571  0.14
H -1.22865 -1.53769 0.04917  0.10
N -0.74212 -0.98539 0.69878  0.07
O -1.32417 0.57897 -1.72931  -0.05
O 0.95850 -1.13214 -1.81114  0.10

Version c
Computed, not measured: a molecular structure, C5H7NO2, with wB97M-V/def2-TZVPD.

Last column: Löwdin charge in e.
Atoms and positions in Å:
C 0.03745 0.19999 0.39926  -0.53
C -1.31090 -0.60843 0.28824  0.00
C -0.65606 1.34617 0.91511  -0.33
C 0.85098 0.39863 -0.94143  -0.07
C 0.53888 -0.44176 -1.97956  0.01
H 0.83139 -0.13746 2.21931  0.00
H 1.32251 -1.13919 1.17059  0.16
H -2.01736 -0.28980 -0.81915  0.21
H -1.46505 -1.76121 0.82804  0.18
H 1.65923 0.95366 -1.00935  0.04
H 1.45220 -0.27115 -2.84312  0.14
H -0.14042 -1.25128 -1.84815  0.03
N 1.04201 -0.09892 1.35656  0.13
O -1.90415 0.56791 1.26490  -0.07
O -0.24072 2.53283 0.99876  0.11

Version d
Computed, not measured: C5H7NO2 in the gas phase, with wB97M-V/def2-TZVPD.

Last column: Löwdin charge in e.
Atoms and positions in Å:
C 1.80126 -1.82983 0.09768  -0.03
C 1.08673 -0.55607 -0.13140  -0.19
C 0.99624 0.70397 -0.24667  -0.07
C 1.29387 2.16648 0.08707  0.00
C -0.16224 -0.13946 -0.74842  -0.11
N -1.39423 -0.11140 0.03109  -0.37
O -2.47038 -0.12829 -0.50533  0.08
O -1.21979 -0.10613 1.26890  0.04
H 1.08564 -2.47686 0.77853  0.12
H 2.77753 -1.78680 0.57812  0.07
H 1.81187 -2.48522 -0.82894  0.10
H 1.17436 2.82742 -0.76104  0.08
H 0.49534 2.51524 0.66968  0.06
H 2.26127 2.23979 0.63986  0.10
H -0.42022 -0.24903 -1.75189  0.12

Most stable structure, least stable structure: version b, version c.

Version a
Computed, not measured: C3H8OS in the gas phase, with wB97M-V/def2-TZVPD.

Last column: Löwdin charge in e.
Atoms and positions in Å:
C 1.67707 -0.40306 -0.22929  -0.12
O 1.16477 0.70715 0.52706  -0.26
C 0.00968 0.30406 1.30010  -0.52
S -1.58619 0.98889 0.72018  0.80
C -1.69112 0.23895 -0.98985  -0.36
H 0.99552 -0.72127 -0.99767  0.06
H 2.69745 -0.13813 -0.62093  0.10
H 1.81326 -1.24387 0.51759  0.10
H 0.15071 0.66838 2.28753  0.06
H 0.00865 -0.79556 1.27945  0.08
H -1.56639 -0.80095 -0.89049  0.01
H -2.70143 0.45194 -1.27196  0.01
H -0.97197 0.74347 -1.63172  0.04

Version b
Computed, not measured: 2 unconnected molecules or ions with the total composition C3H8OS, with wB97M-V/def2-TZVPD.

Last column: Löwdin charge in e.
Atoms and positions in Å:
C -0.01206 -1.46709 0.58019  -0.18
C -0.75788 0.80810 -0.54300  -0.27
C 0.30856 -0.29932 -0.29609  -0.72
O -0.86533 1.74447 0.59686  -0.10
S 1.99391 0.31835 -0.13225  0.68
H -0.39697 -0.92052 1.44125  0.09
H -0.58316 -2.23835 0.16584  0.05
H 0.83237 -2.05859 0.90724  0.07
H -1.71023 0.08766 -0.48772  0.15
H -0.47331 1.34477 -1.45030  0.10
H 0.66719 -1.09848 -1.94563  0.20
H -0.74070 2.62147 0.26441  0.06
H 1.73761 1.15753 0.89921  -0.13

Most stable structure, least stable structure: version a, version b.

Version a
Computed, not measured: 2 unconnected molecules or ions with the total composition C3H8OS, with wB97M-V/def2-TZVPD.

Last column: Löwdin charge in e.
Atoms and positions in Å:
C 2.50081 -2.38684 1.51625  -0.18
O 2.38092 -1.32957 2.05186  0.00
H 3.15810 -2.60208 0.62601  0.09
H 1.99199 -3.31993 1.79306  0.07
C -0.98297 1.98581 -1.20992  -0.24
C -1.46366 0.93739 -0.23079  -0.62
S -0.32098 -0.48266 -0.47909  0.64
H 0.14984 2.27278 -1.03244  0.11
H -1.03493 1.47951 -2.24786  0.07
H -1.53402 2.92215 -1.34625  0.06
H -2.47144 0.57807 -0.21023  0.06
H -1.11305 1.36086 0.71141  0.05
H -1.26061 -1.41550 0.05800  -0.10

Version b
Computed, not measured: a molecular structure, C3H8OS, with wB97M-V/def2-TZVPD.

Last column: Löwdin charge in e.
Atoms and positions in Å:
C 1.07152 0.92592 -0.51328  -0.13
C 0.44389 -0.20090 0.30230  -0.65
C -1.02880 -0.16430 0.66480  -0.66
H 0.54405 1.97579 -0.19276  0.08
H 1.02491 0.87278 -1.90400  0.17
H 2.51617 0.91517 0.07857  0.20
H 1.00854 -0.10997 1.27041  0.12
H 0.10845 -1.17893 -1.11380  0.04
H -1.05632 -1.16268 1.47996  0.16
H -0.75918 0.67100 1.59502  0.15
H -2.36741 -1.35462 -0.63782  -0.06
O 0.88646 -1.26117 -0.57703  -0.10
S -2.39227 0.07190 -0.45237  0.69

Version c
Computed, not measured: 2 unconnected molecules or ions with the total composition C3H8OS, with wB97M-V/def2-TZVPD.

Last column: Löwdin charge in e.
Atoms and positions in Å:
C -3.56595 1.95764 -0.50910  -0.17
O -3.27506 1.42506 -1.53334  0.00
H -2.92736 2.77851 -0.09507  0.08
H -4.47341 1.80690 0.12610  0.08
C 2.81844 -0.94272 0.76825  -0.48
S 1.95047 0.07329 -0.40310  0.73
C 0.30449 -0.71137 -0.36843  -0.41
H 2.33307 -1.14096 1.71796  0.03
H 3.74600 -0.45601 1.08856  0.03
H 3.06251 -1.92512 0.34207  0.04
H 0.20016 -1.41766 0.46066  0.03
H -0.50838 0.00005 -0.42192  0.02
H 0.33501 -1.44761 -1.17262  0.02

Most stable structure, least stable structure: version c, version b.

Version a
Computed, not measured: 2 unconnected molecules or ions with the total composition C3H8OS, with wB97M-V/def2-TZVPD.

Last column: Löwdin charge in e.
Atoms and positions in Å:
O -0.34034 1.81039 -2.49444  -0.06
C -1.08712 0.72461 -2.24091  -0.43
C -1.68852 0.56916 -0.88683  -0.60
S -2.03565 1.84403 0.07826  0.70
H -0.92771 2.58749 -2.36699  0.09
H -1.79477 0.43994 -3.09415  0.15
H -0.31289 -0.02150 -2.29651  0.12
H -1.81430 -0.35564 -0.30690  0.05
C 0.32344 -0.15781 1.69110  -0.04
H 0.24177 -1.17953 1.70827  -0.01
H -0.35571 0.29914 2.45529  0.05
H 0.10578 0.07171 0.61428  0.00
H 1.26700 0.01500 2.03939  -0.02

Version b
Computed, not measured: C3H8OS in the gas phase, with wB97M-V/def2-TZVPD.

Last column: Löwdin charge in e.
Atoms and positions in Å:
C -1.72613 1.13158 0.70467  -0.26
C -0.97892 0.83608 -0.57413  -0.44
S 0.66136 0.48566 -0.41451  0.70
C 1.93141 -0.68800 0.39741  -0.16
O 1.33554 1.66242 -0.02480  -0.45
H -1.94756 0.31224 1.45794  0.07
H -1.08826 1.90744 1.28892  0.08
H -2.81118 1.61135 0.47887  0.11
H -1.52852 -0.28830 -1.04417  0.14
H 0.91808 0.34070 -1.88170  0.10
H 1.56399 -1.71757 0.14090  0.06
H 2.85494 -0.65295 -0.04766  0.01
H 1.96424 -0.42948 1.46489  0.06

Most stable structure, least stable structure: version a, version b.

Version a
Computed, not measured: C6H7NO3 in the gas phase, with wB97M-V/def2-TZVPD.

Last column: Löwdin charge in e.
Atoms and positions in Å:
H 3.01001 -1.04862 2.99221  0.12
N 3.13405 -0.49499 2.06332  0.16
C 1.96626 -0.09358 1.80708  -0.36
O 0.99635 -0.54888 2.72335  0.01
C 1.46851 -0.00534 0.35984  -0.21
O 2.18859 -0.30037 -0.55368  0.16
C -0.03959 0.26401 0.11360  -0.26
O -0.76971 0.46473 1.07126  0.09
C -0.51889 0.12797 -1.26123  -0.19
C -1.93275 -0.39743 -1.47573  -0.09
C -1.66874 1.04031 -1.68222  -0.09
H 0.09892 -0.32784 2.39659  0.06
H 0.23224 -0.11407 -2.00982  0.14
H -2.06432 -1.04011 -2.34560  0.11
H -2.47209 -0.69630 -0.57638  0.11
H -2.02229 1.74092 -0.92481  0.11
H -1.60655 1.42959 -2.69780  0.11

Version b
Computed, not measured: a molecular structure, C6H7NO3, with wB97M-V/def2-TZVPD.

Last column: Löwdin charge in e.
Atoms and positions in Å:
O -0.63524 1.96137 -0.82514  0.09
C -0.64820 0.67881 -0.38994  -0.32
C -0.58741 0.13990 1.00367  -0.05
C -1.80829 -0.73976 0.77998  -0.05
C -1.44827 -0.64688 -0.71670  -0.13
O -0.20448 -1.38725 -0.81396  0.02
C 0.41394 -0.33915 -0.10887  -0.27
C 1.87621 -0.25566 0.01706  -0.39
N 2.66335 -1.04905 -0.57683  0.17
H -0.38584 1.99535 -1.75594  0.12
H -0.22938 0.63206 1.90883  0.15
H -1.83400 -1.74821 1.21376  0.12
H -2.73061 -0.19019 1.00381  0.13
H -2.14931 -0.84873 -1.52950  0.16
O 2.38218 0.89436 0.57521  0.07
H 3.62538 -0.65732 -0.51598  0.08
H 1.69996 1.56033 0.73052  0.10

Most stable structure, least stable structure: version a, version b.

Version a
Computed, not measured: a molecular structure, C2H2I2S, with wB97M-V/def2-TZVPD.

Last column: Löwdin charge in e.
Atoms and positions in Å:
C -0.30800 -2.16299 -1.01545  -0.60
C 0.60756 1.00786 -0.18781  -1.22
S -1.42727 -2.67880 -0.14742  0.67
I -0.44467 2.79665 -0.69365  0.64
I 0.68712 0.56544 1.90701  0.61
H -0.17974 0.21220 -0.55807  -0.09
H 1.68304 0.98238 -0.50669  -0.02

Version b
Computed, not measured: C2H2I2S in the gas phase, with wB97M-V/def2-TZVPD.

Last column: Löwdin charge in e.
Atoms and positions in Å:
I 0.57518 -1.30430 -2.04974  0.72
C 0.62923 0.00274 -0.31345  -1.22
S 0.75578 1.77936 -0.42005  0.74
C -0.53903 0.57935 0.26786  -1.16
I -0.90556 0.31674 2.26267  0.88
H 1.22429 -0.67552 0.33034  0.02
H -1.38138 0.46674 -0.37338  0.02

Most stable structure, least stable structure: version b, version a.